This record from OMol25 describes a single C6H10O molecule in a non-equilibrium geometry. The level of theory is ωB97M-V/def2-TZVPD.

Computed properties:
Kohn-Sham gap = 10.6 eV
SMILES = CC[C@H]1O[C@H]2C[C@H]21
LUMO level = 1.150 eV
total charge = 0
ΔE to the lowest compared entry with this formula, charge and spin = 47.84 kcal/mol
electronic energy = -309.76613 hartree
HOMO = -9.44 eV

Atoms and positions in Å:
C: 2.3607 -0.2066 0.0125
C: 1.1699 0.7531 0.1265
C: -0.0252 0.0144 0.6900
O: -1.1634 0.7804 1.1692
C: -2.0655 -0.1004 0.5015
C: -1.9633 0.1417 -0.9444
C: -0.9340 -0.7490 -0.2562
H: 2.1058 -1.0999 -0.5722
H: 2.6902 -0.5485 1.0014
H: 3.2154 0.2734 -0.4737
H: 0.9094 1.1585 -0.8577
H: 1.4288 1.5955 0.7770
H: 0.3047 -0.5893 1.5523
H: -2.9211 -0.4653 1.0604
H: -2.6245 -0.4878 -1.5445
H: -1.7345 1.1198 -1.3481
H: -0.7535 -1.5900 -0.8941

---

This record from OMol25 describes a 3-piece molecular cluster, FHN2O3 overall in a non-equilibrium geometry. The level of theory is ωB97M-V/def2-TZVPD.

Computed properties:
Kohn-Sham gap (alpha / beta) = 9.0 / 9.0 eV
LUMO level (alpha / beta) = -1.927 / -1.928 eV
total charge = 0
ΔE to the lowest compared entry with this formula, charge and spin = 86.10 kcal/mol
electronic energy = -435.36965 hartree
HOMO (alpha / beta) = -10.97 / -10.97 eV

Atoms and positions in Å:
N: -0.2150 -0.3255 0.1986
N: -2.1056 0.2287 0.0163
O: -2.1195 1.3799 -0.2980
O: -2.9477 -0.5436 0.3063
O: -0.0758 -1.4210 0.6525
F: -0.2206 -2.6423 -0.5745
H: 0.4007 0.2804 -0.2929

---

This record from OMol25 describes C22H15Cl2GdN4O7 as an isolated structure in a non-equilibrium geometry. The level of theory is ωB97M-V/def2-TZVPD.

Computed properties:
Kohn-Sham gap (alpha / beta) = 5.6 / 6.7 eV
LUMO level (alpha / beta) = -1.588 / -0.525 eV
total charge = 0
ΔE to the lowest compared entry with this formula, charge and spin = 0.00 kcal/mol
spin multiplicity = 8
electronic energy = -3279.26537 hartree
HOMO (alpha / beta) = -7.19 / -7.20 eV

Atoms and positions in Å:
Gd: 10.6937 5.5333 10.9463
Cl: 13.2069 4.3266 17.5416
C: 13.0998 4.4020 15.8208
C: 11.9297 4.9292 15.2919
C: 11.7843 4.9111 13.8970
N: 10.6035 5.2611 13.2639
C: 9.5679 5.9170 13.7748
O: 9.5525 6.6264 14.8018
C: 8.3227 5.8683 12.9160
C: 7.1851 6.6060 13.2901
C: 6.0578 6.5068 12.5113
C: 6.0778 5.7318 11.3526
C: 7.2286 5.0525 11.0248
N: 8.3452 5.1853 11.7529
C: 12.8572 4.4501 13.0551
C: 14.0437 3.9822 13.6177
C: 14.1428 3.9391 15.0027
Cl: 15.5546 3.2515 15.6993
N: 12.6402 4.4296 11.6869
C: 13.4845 4.0110 10.7277
O: 14.6978 3.7521 10.8290
C: 12.8888 3.9418 9.3282
C: 13.7507 3.9652 8.2356
C: 13.1868 3.9728 6.9828
C: 11.7861 3.9514 6.8441
C: 11.0171 3.9220 7.9814
N: 11.5503 4.0078 9.1963
H: 11.1474 5.3350 15.9269
H: 7.2379 7.2385 14.1771
H: 5.1454 7.0364 12.7917
H: 5.2018 5.6937 10.6985
H: 7.2995 4.3786 10.1710
H: 14.8679 3.7202 12.9685
H: 14.8179 3.9982 8.4179
H: 13.8083 4.0295 6.0876
H: 11.3321 3.9361 5.8674
H: 9.9324 3.8457 7.9356
O: 9.5120 9.6277 9.8262
C: 9.7258 8.5991 10.5952
O: 9.2059 7.4572 10.4479
C: 10.7110 8.8418 11.7158
O: 11.6192 7.7408 11.9273
C: 12.8572 7.8351 11.1399
C: 12.5227 7.7131 9.6105
O: 13.0298 8.5322 8.8527
O: 11.7048 6.7733 9.3215
H: 8.9593 9.4678 9.0317
H: 10.2003 8.9993 12.6799
H: 11.2657 9.7517 11.4577
H: 13.4572 6.9852 11.4585
H: 13.3851 8.7667 11.3537

---

This record from OMol25 describes a 2-piece molecular cluster, C4H8ClNOS overall in a non-equilibrium geometry. The level of theory is ωB97M-V/def2-TZVPD.

Computed properties:
Kohn-Sham gap = 9.4 eV
SMILES = CO/C=C/Cl.C=NS
LUMO level = 0.670 eV
total charge = 0
ΔE to the lowest compared entry with this formula, charge and spin = 77.12 kcal/mol
electronic energy = -1145.47960 hartree
HOMO = -8.77 eV

Atoms and positions in Å:
C: 1.1659 2.4067 0.1985
C: 1.4247 0.3632 -0.8465
C: 2.0350 -0.8035 -0.9708
C: -2.6642 -2.4303 0.7667
H: 0.3689 2.6955 -0.5094
H: 1.7985 3.2896 0.4514
H: 0.7060 2.0730 1.1651
H: 0.4368 0.5180 -1.2570
H: 3.0282 -0.9662 -0.5849
H: -1.4738 0.7451 0.2429
H: -3.0822 -3.4564 0.3590
H: -2.8008 -2.2539 1.8747
N: -2.2513 -1.4395 0.1019
O: 2.0412 1.4470 -0.3196
S: -1.9869 -0.0572 1.1267
Cl: 1.2539 -2.1313 -1.7987

---

This record from OMol25 describes a single C3H6FN3 molecule in a non-equilibrium geometry. The level of theory is ωB97M-V/def2-TZVPD.

Computed properties:
Kohn-Sham gap = 8.7 eV
LUMO level = 0.034 eV
total charge = 0
ΔE to the lowest compared entry with this formula, charge and spin = 106.79 kcal/mol
electronic energy = -381.86157 hartree
HOMO = -8.71 eV

Atoms and positions in Å:
C: -0.5379 -0.1121 1.3481
C: 1.6889 -1.3603 0.7792
C: -0.2290 0.0881 -0.9842
N: 0.5844 -0.1377 2.3625
N: 1.5260 -0.7752 1.9897
N: -0.3303 -0.8020 0.1792
F: 1.7784 -2.7266 0.6017
H: -1.2063 -0.7501 1.9816
H: -0.9521 0.9273 1.4672
H: 2.2272 -0.8017 0.0984
H: -1.3389 0.2860 -1.3931
H: 0.3522 0.9030 -0.5672
H: 0.4141 -0.5026 -1.7433

---

This record from OMol25 describes a 2-piece molecular cluster, C5H11NO overall in a non-equilibrium geometry. The level of theory is ωB97M-V/def2-TZVPD.

Computed properties:
Kohn-Sham gap = 8.7 eV
SMILES = C=C(N)/C=C/C.O
LUMO level = 0.936 eV
total charge = 0
ΔE to the lowest compared entry with this formula, charge and spin = 61.24 kcal/mol
electronic energy = -327.03375 hartree
HOMO = -7.76 eV

Atoms and positions in Å:
N: -1.7278 1.2355 0.5209
C: -1.7268 0.2354 -0.4655
C: -2.6666 0.0833 -1.4350
C: 1.1870 -2.0209 0.7864
C: 0.1207 -0.9603 0.6699
C: -0.6045 -0.7284 -0.4199
H: -1.3515 0.8980 1.4034
H: -2.6475 1.5545 0.8204
H: -3.7378 0.1953 -1.4445
H: -2.2318 -0.1590 -2.4046
H: 1.3207 -2.6552 -0.0978
H: 2.1452 -1.5451 1.0186
H: 0.9357 -2.7269 1.5858
H: 0.1215 -0.3486 1.5655
H: -0.6811 -1.5298 -1.1476
H: 4.3039 3.0840 0.2853
H: 3.3431 2.9453 -0.9243
O: 3.8977 2.4430 -0.3171

---

Q: Look up the electronic energy of the fourth one.
A: -1145.47960 hartree

---

Q: What is the electronic energy in the third record?
A: -3279.26537 hartree